# 1
41
Properties=species:S:1:pos:R:3:forces:R:3:mulliken_charge:R:1 method="wB97M-V/def2-TZVPD" homo_lumo_gap_ev=10.50 energy_ev=-77154.901 homo_energy_ev=-10.3 total_charge=0 smiles=O[C@@H]1[C@@H](O)[C@@H](O[C@]2(CCl)O[C@H](CCl)[C@@H](O)[C@@H]2O)O[C@H](CCl)[C@H]1Cl e_above_lowest_ev=1.177
O 1.2486 2.4903 3.0353 -1.0 -1.7 -0.3 -0.529
C 1.5341 1.0627 2.9035 1.3 0.4 -0.1 -0.439
C 2.0843 0.6021 1.5589 2.7 -0.8 -1.5 0.268
O 3.0137 -0.4499 1.8633 0.1 -1.1 -2.0 -0.632
C 1.0693 0.1024 0.5564 -1.5 0.4 -0.9 0.107
O 1.6802 -0.6081 -0.6092 -1.5 0.0 1.5 -0.549
C 0.8491 -0.8064 -1.8571 -0.7 2.3 1.4 0.885
C 1.8612 -0.8996 -2.9328 2.3 2.1 -1.1 -0.773
Cl 1.2915 -0.3528 -4.6478 0.3 -0.6 1.9 -0.214
O 0.1324 0.4064 -1.9178 -0.6 0.3 0.3 -0.460
C -1.2255 0.0843 -2.2818 0.2 0.2 -1.7 0.851
C -2.2254 1.1322 -1.8940 1.8 2.4 -0.9 -0.330
Cl -3.8832 1.0649 -2.3602 -1.5 -1.1 0.1 -0.165
C -1.5040 -1.2166 -1.5919 -2.0 -0.6 -0.4 0.276
O -2.7633 -1.7920 -2.1341 4.3 -1.8 -0.7 -0.614
C -0.2005 -1.9276 -1.9128 -0.5 -2.0 4.2 -0.604
O 0.1890 -3.0159 -0.9569 -0.5 0.3 -3.8 -0.649
O 0.0499 -0.7007 1.1984 -0.6 0.3 -1.2 -0.316
C -0.7107 0.0402 2.2025 1.0 0.1 -1.0 -0.614
C -1.4224 1.3241 1.8453 0.9 0.9 -2.6 -0.623
Cl -3.1718 1.1535 1.3811 1.0 -0.1 0.3 -0.175
C 0.3052 0.2797 3.2464 -0.6 0.5 3.3 -0.299
Cl 0.6048 -1.3585 4.0334 0.3 1.0 -0.3 -0.195
H 1.9199 2.9682 2.5653 0.6 0.4 -0.4 0.407
H 2.3472 0.8517 3.6229 -0.5 -0.2 -0.3 0.447
H 2.6676 1.4211 1.0284 -0.7 -0.5 0.6 0.253
H 3.1199 -1.0065 1.0017 -0.3 1.4 2.2 0.398
H 0.6079 1.0631 0.2666 -0.1 -0.7 -0.8 0.241
H 2.1906 -1.9003 -3.0396 0.4 -0.9 -0.2 0.447
H 2.7596 -0.2348 -2.6575 -1.5 -1.0 -0.7 0.344
H -1.0836 0.0347 -3.3993 -1.3 -0.6 0.9 0.024
H -2.0374 2.0713 -2.3747 1.2 0.4 -0.6 0.361
H -2.0561 1.4410 -0.9028 -0.5 -0.4 1.7 -0.377
H -1.6648 -1.1279 -0.5122 0.4 0.4 -0.1 -0.196
H -3.4812 -1.3006 -1.8384 -1.8 1.5 1.0 0.378
H -0.4215 -2.3920 -2.8480 0.8 -0.4 -0.9 0.644
H 0.1645 -2.7529 -0.0622 -0.2 1.2 1.5 0.373
H -1.4910 -0.5267 2.6563 -0.2 -1.4 -0.2 0.786
H -0.8422 1.9048 1.0519 -1.2 -0.7 0.7 0.281
H -1.3607 1.9610 2.6812 -0.4 0.7 1.1 0.439
H -0.1451 0.9101 4.0324 0.0 -0.6 0.1 0.548

---

# 2
37
Properties=species:S:1:pos:R:3:forces:R:3:mulliken_charge:R:1 method="wB97M-V/def2-TZVPD" homo_lumo_gap_ev=1.96 energy_ev=-39354.183 homo_energy_ev=-15.0 total_charge=+2
C -3.6776 1.7091 0.6593 0.8 0.2 -0.3 -1.083
C -2.4446 1.9646 -0.3895 -0.9 0.8 0.9 -0.444
C -1.0663 1.9541 0.4622 -1.2 -0.1 0.1 -0.119
Cl -0.2894 3.6106 0.2518 0.0 -1.4 0.2 -0.116
C -0.0656 0.7230 0.0511 -1.2 -0.2 0.7 0.803
C -1.0085 -0.6011 0.1144 -2.6 -2.4 -1.8 -0.608
N -1.7987 -1.5032 -0.1009 4.6 5.0 1.3 -0.589
C 0.3963 0.9611 -1.4706 -0.6 0.3 -1.0 -1.226
N 1.3500 -0.0929 -1.9954 -1.3 -0.6 -1.6 0.055
C 0.6375 -1.1772 -2.7448 1.1 -1.3 2.3 -0.333
C 1.1671 0.5508 1.0966 1.4 1.6 -0.3 1.431
F 0.8214 1.0602 2.4176 0.5 -1.5 -2.9 -0.378
C 2.3503 1.5425 0.5762 2.9 1.8 -2.2 -0.231
N 3.2514 2.1687 0.0489 -5.2 -3.7 3.0 -0.508
C 1.8147 -0.9213 1.1317 1.1 -0.3 1.2 -0.693
C 1.2294 -1.8984 2.2709 -1.4 -1.2 2.0 0.530
C 0.5301 -3.2800 1.7580 1.6 0.0 0.0 -0.944
N 1.2940 -1.7137 3.5737 0.5 0.5 -4.5 -0.604
H -3.5526 2.4539 1.5439 -0.3 -1.2 -1.6 0.319
H -3.6076 0.6433 1.0888 -0.4 1.6 -0.8 0.267
H -4.6694 1.9215 0.1185 1.5 -0.6 1.0 0.373
H -2.6186 3.0338 -0.7914 0.5 -1.8 0.5 0.428
H -2.4626 1.2475 -1.2823 0.0 0.8 1.4 0.207
H -1.3842 1.8920 1.5775 1.0 -0.1 -2.0 0.553
H -0.5368 0.9071 -2.1646 1.3 0.3 1.5 0.381
H 0.8772 1.9798 -1.6738 -0.8 -1.4 1.0 0.629
H 2.0330 0.3330 -2.6475 -0.3 0.3 1.3 0.237
H 0.7175 -1.0428 -3.9080 -1.3 0.1 0.1 -0.107
H 1.1254 -2.2080 -2.5049 -0.8 1.5 -0.6 0.465
H -0.4763 -1.2911 -2.4865 1.4 0.3 -0.7 0.393
H 2.9422 -0.7752 1.3795 -1.9 -0.2 -0.4 0.547
H 1.7841 -1.4898 0.1395 -0.3 1.2 1.3 -0.002
H 0.0232 -3.1722 0.7383 0.5 0.0 1.7 0.195
H 1.4206 -4.0155 1.6033 -1.4 1.2 0.2 0.315
H -0.1276 -3.7643 2.5655 0.9 1.1 -1.3 0.324
H 1.7908 -0.8180 3.7310 -0.3 -0.4 0.5 0.289
Mg 2.2302 -0.8920 -4.7380 0.5 -0.2 -0.2 1.239